Record 1
9
Properties=species:S:1:pos:R:3:forces:R:3:nbo_charge:R:1 method="wB97M-V/def2-TZVPD" lumo_energy_ev=4.13 energy_ha=-743.1963 largest_force_ev_per_a=5.02 gap_ev=8.012 total_charge=-1
C 1.109 0.183 0.208 -1.184 -2.802 0.778 0.165
N -0.124 -0.647 -0.495 4.747 1.454 0.737 -0.909
O -1.370 0.700 1.095 -0.705 0.791 -0.527 -1.065
O -2.579 -1.039 -0.083 0.361 1.097 -0.960 -1.029
F 1.698 1.035 -0.673 0.204 1.135 -1.149 -0.399
S -1.719 0.178 -0.265 0.041 -1.799 1.891 1.571
H 0.602 0.717 1.021 0.296 -0.054 -0.320 0.209
H 2.084 -0.377 0.635 -2.611 0.156 -0.943 0.115
H 0.299 -0.750 -1.443 -1.149 0.021 0.493 0.342



Record 2
14
Properties=species:S:1:pos:R:3:forces:R:3:nbo_charge:R:1 method="wB97M-V/def2-TZVPD" lumo_energy_ev=0.67 energy_ha=-324.6337 largest_force_ev_per_a=5.59 gap_ev=8.077
C -1.801 0.705 -0.615 -1.404 -1.638 5.154 -0.573
C -0.491 0.284 -0.089 2.528 0.960 -1.896 -0.110
C 0.494 1.085 0.382 -0.668 -0.283 -0.269 -0.114
N 1.683 0.347 0.544 0.486 -0.626 0.236 -0.615
C 1.523 -0.983 0.220 0.358 0.219 0.211 0.680
O 2.362 -1.857 0.336 -0.457 0.345 -0.118 -0.601
C 0.078 -1.107 -0.281 0.059 0.093 -0.031 -0.532
H -2.508 0.051 -1.112 0.629 -0.123 -0.412 0.239
H -2.134 1.741 -0.513 0.436 -0.267 -0.135 0.231
H -1.867 0.172 0.661 -1.891 1.622 -2.653 0.273
H 0.487 2.151 0.595 -0.053 -0.344 -0.200 0.212
H 2.531 0.701 0.958 -0.135 -0.145 0.002 0.413
H -0.437 -1.910 0.259 0.058 0.185 -0.040 0.246
H 0.079 -1.380 -1.343 0.054 0.003 0.152 0.250



Record 3
38
Properties=species:S:1:pos:R:3:forces:R:3:nbo_charge:R:1 method="wB97M-V/def2-TZVPD" smiles="Cn1nnnc1Cc1ccc(Cl)cc1NS(=O)(=O)c1ccc(Cl)c(Cl)c1" lumo_energy_ev=0.01 energy_ha=-2781.7802 largest_force_ev_per_a=2.73 gap_ev=9.458
O -0.615 1.880 -2.089 -0.516 -2.310 0.525 -0.934
O 0.117 0.055 -3.535 -0.865 -0.705 1.575 -0.900
Cl -2.529 -1.330 2.994 -0.001 0.008 -0.002 0.034
Cl -6.072 -2.416 -1.342 0.039 -0.020 0.007 0.039
Cl -3.825 -4.029 -2.796 0.582 1.005 0.166 0.040
N 4.350 -0.083 -1.321 0.642 -0.859 -0.487 -0.065
N 4.888 -0.300 -0.169 -0.730 0.390 -0.729 -0.040
N 3.238 0.696 -1.243 1.590 -0.598 -0.402 -0.329
C 3.141 0.993 0.007 -0.086 0.267 1.377 0.346
C -0.462 0.444 3.063 0.123 0.506 0.190 -0.240
C -4.393 -0.376 -1.211 0.307 0.375 0.372 -0.234
C -0.867 -0.637 0.922 -0.671 -0.186 1.312 -0.253
C 0.579 1.181 2.471 -0.570 -1.218 -1.550 -0.194
C -3.176 0.258 -1.355 0.680 1.089 0.139 -0.160
C -2.287 -1.713 -2.460 -0.456 0.130 0.061 -0.200
C -1.224 -0.438 2.312 1.483 0.278 -2.072 -0.033
C -4.535 -1.665 -1.608 -0.218 -1.762 -0.993 -0.038
C -3.511 -2.376 -2.275 0.068 0.510 0.404 -0.041
C 0.179 0.065 0.318 -0.103 0.118 1.338 0.216
C 0.927 0.984 1.117 -0.502 0.467 0.335 -0.046
C -2.121 -0.388 -1.998 0.274 -0.571 -0.170 -0.306
N 4.128 0.358 0.710 -0.852 0.693 0.737 -0.191
N 0.495 -0.217 -1.043 -1.042 0.006 -0.332 -0.892
C 2.030 1.850 0.503 -0.973 -0.991 -0.407 -0.486
C 4.326 0.363 2.173 -0.127 0.359 -0.160 -0.420
S -0.484 0.419 -2.263 0.333 2.526 -0.978 2.245
H -0.656 0.635 4.117 -0.235 -0.227 -0.233 0.231
H -5.254 0.072 -0.748 0.062 0.405 0.174 0.243
H -1.436 -1.382 0.345 0.383 0.438 0.339 0.239
H 1.083 1.943 3.034 0.254 0.116 0.262 0.217
H -3.070 1.264 -0.923 0.198 -0.453 -0.494 0.255
H -1.477 -2.209 -2.974 0.094 -0.062 -0.048 0.261
H 1.449 0.009 -1.310 0.281 -0.012 -0.278 0.442
H 1.602 2.410 -0.345 0.331 -0.310 0.135 0.278
H 2.384 2.567 1.200 0.289 0.647 0.850 0.234
H 3.351 0.326 2.652 -0.155 0.157 -0.099 0.224
H 4.876 -0.479 2.581 0.160 -0.267 -0.737 0.243
H 4.851 1.265 2.487 -0.071 0.057 -0.125 0.216



Record 4
53
Properties=species:S:1:pos:R:3:forces:R:3:nbo_charge:R:1 method="wB97M-V/def2-TZVPD" smiles="COc1ccc([C@@H](NC(=O)CNC(C)=O)C(=O)Nc2ccc3c(c2)OCCO3)cc1" lumo_energy_ev=0.61 energy_ha=-1429.7930 largest_force_ev_per_a=0.66 gap_ev=8.483
C 5.859 3.135 1.577 0.014 0.108 0.179 -0.252
H 6.892 3.473 1.640 -0.086 0.001 0.045 0.201
O 5.778 2.378 0.394 -0.069 -0.151 -0.267 -0.495
C 4.572 1.850 0.041 -0.063 -0.144 -0.171 0.306
C 3.407 1.950 0.792 0.241 0.129 0.188 -0.324
C 2.244 1.349 0.346 0.073 -0.066 -0.303 -0.108
C 2.214 0.654 -0.854 -0.138 0.110 -0.030 -0.072
C 3.380 0.560 -1.605 -0.099 0.028 0.107 -0.181
C 4.546 1.149 -1.166 0.201 0.137 0.187 -0.268
H 5.456 1.083 -1.741 0.109 0.004 -0.076 0.225
H 3.373 0.015 -2.538 -0.010 -0.057 -0.118 0.220
C 0.975 -0.108 -1.260 0.260 0.079 -0.124 -0.165
N 0.958 -1.351 -0.498 -0.423 0.387 0.094 -0.656
C 1.406 -2.504 -1.047 -0.087 -0.555 0.340 0.672
O 1.468 -2.719 -2.238 0.148 -0.062 -0.307 -0.611
C 1.878 -3.511 0.011 -0.074 0.160 -0.120 -0.317
N 3.167 -3.073 0.516 0.002 -0.334 -0.288 -0.604
C 3.280 -2.092 1.440 0.465 -0.075 0.074 0.696
O 2.305 -1.592 1.973 -0.242 0.127 0.283 -0.655
C 4.697 -1.677 1.745 -0.125 0.123 0.097 -0.713
H 5.370 -2.530 1.751 0.086 -0.055 -0.018 0.221
H 4.724 -1.178 2.709 -0.020 0.000 0.012 0.243
H 5.022 -0.970 0.982 0.035 0.062 -0.059 0.249
H 3.982 -3.353 -0.006 0.007 0.062 0.112 0.404
H 1.176 -3.544 0.849 0.059 -0.056 -0.080 0.229
H 1.983 -4.499 -0.435 -0.068 0.137 0.002 0.229
H 1.105 -1.239 0.505 0.116 -0.157 -0.113 0.439
H 1.033 -0.386 -2.321 -0.051 0.076 0.192 0.261
C -0.302 0.726 -1.076 0.109 -0.455 0.007 0.676
O -0.326 1.911 -1.318 0.026 0.235 -0.074 -0.602
N -1.353 -0.020 -0.655 -0.001 -0.461 0.068 -0.601
C -2.672 0.373 -0.404 -0.419 0.193 0.025 0.146
C -3.567 -0.608 0.007 -0.112 0.152 0.010 -0.290
C -4.888 -0.289 0.280 -0.015 0.108 -0.077 0.295
C -5.319 1.035 0.163 0.072 -0.018 0.055 0.183
C -4.423 2.005 -0.267 -0.260 -0.341 0.133 -0.218
C -3.112 1.685 -0.555 0.148 0.111 -0.058 -0.247
H -2.425 2.444 -0.889 0.017 0.024 -0.007 0.257
H -4.778 3.018 -0.366 -0.041 0.144 -0.003 0.227
O -6.606 1.412 0.466 0.204 0.149 -0.244 -0.483
C -7.309 0.438 1.201 -0.091 -0.526 0.120 -0.096
C -7.096 -0.944 0.585 -0.436 0.399 0.039 -0.097
H -7.647 -1.712 1.129 -0.003 0.092 -0.059 0.200
O -5.734 -1.303 0.655 0.437 0.063 0.025 -0.498
H -7.425 -0.925 -0.463 0.023 -0.038 0.108 0.179
H -8.361 0.727 1.173 0.071 -0.075 0.038 0.201
H -6.957 0.426 2.242 -0.061 0.022 -0.091 0.178
H -3.259 -1.637 0.115 0.041 -0.161 0.005 0.215
H -1.165 -1.006 -0.516 0.096 0.255 -0.032 0.416
H 1.349 1.426 0.944 -0.111 0.045 0.093 0.210
H 3.391 2.485 1.728 0.038 0.063 0.096 0.221
H 5.622 2.531 2.459 -0.009 0.031 -0.028 0.174
H 5.195 4.004 1.544 0.010 -0.035 0.013 0.179